# 1
9
Properties=species:S:1:pos:R:3:lowdin_charge:R:1 method="wB97M-V/def2-TZVPD" homo_ha=-0.465 e_tot_ha=-392.34083 fmax_ev_per_a=13.2 e_above_lowest_ev=3.818
N 0.69477 -0.48343 -2.55867 0.217
C 0.43618 -0.58233 -1.30543 -0.047
C 0.18553 -0.15955 0.03418 -0.571
O 1.38772 0.09516 0.76469 -0.009
C -0.48731 1.21856 0.24972 -0.063
N -1.12196 2.18053 -0.28512 0.213
C -0.64661 -1.13906 0.65768 -0.147
N -1.39286 -1.96991 1.02138 0.226
H 0.94455 0.84002 1.42157 0.180

# 2
8
Properties=species:S:1:pos:R:3:lowdin_charge:R:1 method="wB97M-V/def2-TZVPD" homo_ha=-0.384 e_tot_ha=-358.08072 fmax_ev_per_a=2.8 e_above_lowest_ev=2.821
C -2.04704 0.84734 -0.15821 0.169
C -1.03726 0.77449 -0.79908 -0.173
O 0.20068 0.46863 -1.17361 0.125
C 0.83468 -0.17416 -0.24158 -0.196
N 0.51023 -0.56155 0.99242 0.310
C 1.76089 -0.92109 0.52978 -0.410
O 2.79965 -1.46023 0.65706 0.139
H -3.02182 1.02656 0.19322 0.037

# 3
7
Properties=species:S:1:pos:R:3:lowdin_charge:R:1 method="wB97M-V/def2-TZVPD" homo_ha=-0.359 e_tot_ha=-605.85602 fmax_ev_per_a=2.4 e_above_lowest_ev=0.087
N -3.37565 -0.70249 0.03981 0.171
C -2.29257 -0.32453 -0.04545 -0.217
C -0.92583 -0.05496 -0.06897 0.021
C 0.28535 0.03180 -0.01711 -0.100
C 1.64083 0.33351 0.00461 -0.697
S 2.87327 -0.70295 -0.00961 0.750
H 1.79460 1.41961 0.09671 0.072

# 4
6
Properties=species:S:1:pos:R:3:lowdin_charge:R:1 method="wB97M-V/def2-TZVPD" homo_ha=-0.420 e_tot_ha=-261.75364 fmax_ev_per_a=2.0 e_above_lowest_ev=2.308
C -0.33902 0.18119 0.48432 -0.014
C 0.65878 0.36780 1.21746 0.104
C 1.47708 -0.05508 0.08827 -0.341
N 2.19716 -0.38048 -0.76264 0.172
C -1.47948 0.00045 -0.25693 -0.150
N -2.51055 -0.11112 -0.77333 0.230

# 5
9
Properties=species:S:1:pos:R:3:lowdin_charge:R:1 method="wB97M-V/def2-TZVPD" homo_ha=-0.432 e_tot_ha=-446.37256 fmax_ev_per_a=5.4 e_above_lowest_ev=4.220
C -0.78621 1.38297 1.15239 -0.136
C 0.22940 0.98869 -1.60638 -0.122
C 0.68651 -1.71583 0.83244 -0.232
C -0.12439 -0.03949 -0.74877 -0.240
N -0.95518 2.04905 2.05678 -0.013
N 0.49312 1.87952 -2.28101 0.261
N 1.03305 -2.21164 1.80210 0.233
N 0.40525 -1.25647 -0.37858 0.090
O -0.98153 -1.07679 -0.82898 0.159

# 6
172
Properties=species:S:1:pos:R:3:lowdin_charge:R:1 method="wB97M-V/def2-TZVPD" homo_ha=-0.235 charge=+1 e_tot_ha=-11842.91668 fmax_ev_per_a=15.2 e_above_lowest_ev=0.000
C -6.02948 4.30548 -1.80411 -0.105
C -4.71497 3.74497 -2.36047 -0.244
C -3.69785 3.47123 -1.23758 -0.218
C -3.03447 2.10104 -1.35708 -0.236
C -2.04443 2.02315 -2.51322 -0.289
C -1.91032 0.60525 -3.09962 -0.250
Si -0.20509 0.06167 -3.65390 0.580
C -0.52129 -1.61492 -4.50486 -0.239
C -1.11464 -2.61418 -3.48883 -0.324
C -0.29150 -3.87773 -3.20798 -0.442
S -0.00542 -3.95343 -1.40685 0.896
C 1.64342 -4.61881 -1.24574 -1.073
S 1.87787 -6.20838 -1.54379 0.673
N 2.60048 -3.71424 -0.80686 -0.170
C 2.74284 -3.70294 0.66394 -0.127
C 3.91335 -2.82737 1.15938 -0.142
O 4.94189 -2.63416 0.18063 -0.106
C 5.05237 -3.79489 -0.58334 -0.246
C 3.88102 -3.79954 -1.53015 -0.182
C 0.61716 1.19037 -4.93619 -0.213
C 0.28017 2.69136 -4.90743 -0.224
C 1.06725 3.53445 -3.89131 -0.383
C 2.56283 3.47992 -4.22295 -0.070
C 0.64572 5.00547 -4.04006 -0.193
C -0.80213 5.30587 -3.64351 -0.182
C -0.88043 6.74395 -3.13274 -0.079
C -1.90457 7.13122 -2.28555 -0.353
C -3.31420 7.18596 -2.80120 -0.062
C -1.64800 7.45221 -0.85654 -0.066
C 0.98923 -0.35881 -2.23605 -0.790
I 0.81836 0.85810 -0.48636 1.015
C 2.46155 -0.43796 -2.63531 -0.367
C 2.75881 -1.45785 -3.73662 -0.116
H -6.71107 3.51151 -1.49841 0.049
H -5.82743 4.88409 -0.89906 0.068
H -6.52128 4.98360 -2.49907 0.051
H -4.95220 2.83047 -2.90565 0.107
H -4.29669 4.48699 -3.03778 0.076
H -4.25031 3.44431 -0.29844 0.039
H -2.93634 4.25379 -1.19661 0.101
H -3.84198 1.40619 -1.60055 0.050
H -2.59882 1.76483 -0.41414 0.096
H -1.08944 2.47398 -2.25449 0.038
H -2.47796 2.64748 -3.29934 0.095
H -2.57985 0.53341 -3.96222 0.089
H -2.28099 -0.13021 -2.37915 0.020
H 0.32908 -1.99242 -5.06785 0.061
H -1.30117 -1.40635 -5.24404 0.073
H -1.21625 -2.08331 -2.53890 0.040
H -2.13144 -2.89162 -3.76049 0.104
H -0.90334 -4.73750 -3.47352 0.068
H 0.62274 -3.95599 -3.79025 0.069
H 1.83138 -3.25571 1.06793 0.133
H 2.77615 -4.72061 1.07161 0.105
H 3.55262 -1.84845 1.47969 0.086
H 4.36193 -3.35861 2.00776 0.118
H 5.12407 -4.71766 0.01992 0.115
H 5.97522 -3.69931 -1.16805 0.117
H 3.97981 -2.86173 -2.08508 0.091
H 3.92569 -4.60144 -2.26798 0.075
H 1.69640 1.05389 -4.90353 0.049
H 0.29695 0.80430 -5.90938 0.079
H 0.58156 3.10404 -5.87866 0.112
H -0.79133 2.87354 -4.83585 0.091
H 0.94874 3.16397 -2.86884 0.104
H 3.09782 4.11628 -3.51890 0.082
H 2.97323 2.47520 -4.14534 0.052
H 2.73123 3.83547 -5.24162 0.085
H 1.33757 5.61207 -3.45191 0.108
H 0.83438 5.27399 -5.08381 0.119
H -1.44203 5.16393 -4.52259 0.112
H -1.08105 4.65978 -2.81906 0.093
H -0.13223 7.46210 -3.45794 0.102
H -3.53438 8.23486 -3.00377 0.089
H -4.05596 6.76480 -2.11555 0.070
H -3.36087 6.65749 -3.75446 0.067
H -2.33706 8.18846 -0.43032 0.073
H -1.78510 6.52549 -0.29070 0.084
H -0.61053 7.75920 -0.70675 0.083
H 0.69722 -1.35825 -1.91035 -0.012
H 3.04945 -0.69464 -1.75028 0.087
H 2.83437 0.53272 -2.96772 0.078
H 3.82143 -1.70398 -3.77907 0.066
H 2.43430 -1.10672 -4.71337 0.060
H 2.24053 -2.39299 -3.50694 0.052
F 2.49676 0.07075 1.81848 -0.869
C -6.19554 -1.23675 -1.09069 -1.525
Cl -6.85440 0.39969 -1.00526 0.519
Cl -7.29433 -2.31445 -1.95266 0.530
Cl -4.60413 -1.20980 -1.84676 0.586
H -6.08239 -1.60681 -0.08034 0.017
C -4.51077 2.49117 2.77565 -1.539
Cl -5.42623 1.86164 1.40521 0.532
Cl -5.59150 2.93284 4.10059 0.506
Cl -3.30549 1.32312 3.30771 0.545
H -3.99164 3.38362 2.45003 0.014
C -7.48406 6.22679 -5.35394 -0.158
O -6.21106 5.65154 -5.08602 -0.134
H -8.23510 5.57328 -4.91720 0.077
H -7.57301 7.21890 -4.90298 0.077
H -7.66547 6.30476 -6.42924 0.074
H -5.54225 6.22621 -5.46843 0.070
Br -7.63229 2.96787 7.29796 0.602
C -6.64626 4.24184 8.39020 -0.687
C -5.19283 3.87440 8.49348 -0.675
Br -4.89705 2.37076 9.69932 0.648
H -7.14538 4.28150 9.35244 0.055
H -6.75831 5.20191 7.88986 0.043
H -4.62293 4.69849 8.91759 0.051
H -4.76249 3.59279 7.53772 0.049
C -8.25691 9.15081 6.19602 -0.170
C -6.86303 9.16018 6.81845 -0.169
C -7.11620 8.46945 8.15118 -0.206
O -8.18743 7.54449 7.93592 -0.157
C -8.79445 7.80616 6.66532 -0.202
H -8.25484 9.24920 5.11187 0.112
H -8.85812 9.96267 6.61091 0.113
H -6.17856 8.56536 6.20974 0.114
H -6.43721 10.15543 6.93288 0.112
H -7.42792 9.18642 8.91780 0.117
H -6.24313 7.92833 8.51985 0.112
H -8.50822 7.00412 5.97637 0.117
H -9.87890 7.79755 6.77453 0.117
C 2.34510 -10.69277 -1.42914 -0.182
O 1.30735 -9.86590 -1.90993 -0.115
H 2.09683 -11.72721 -1.65351 0.079
H 3.29828 -10.43572 -1.91639 0.057
H 2.46061 -10.57881 -0.34510 0.075
H 1.55329 -8.95802 -1.70564 0.004
C -0.15375 4.37070 11.87183 -0.111
C -1.31130 3.48782 11.42017 -0.264
C -1.31211 3.22811 9.90970 -0.208
C -1.44623 4.47573 9.16152 -0.246
N -1.56572 5.46771 8.59789 0.148
H -0.20923 5.36092 11.41785 0.071
H -0.17379 4.50429 12.95343 0.071
H 0.80722 3.92678 11.60512 0.076
H -2.25672 3.95217 11.70669 0.106
H -1.25875 2.52733 11.93560 0.108
H -2.15219 2.59062 9.63649 0.041
H -0.38814 2.73265 9.60651 0.123
C 7.74387 -5.97891 -3.31894 -0.072
C 6.60234 -6.77308 -2.67802 -0.206
C 6.84768 -7.26569 -1.26151 -0.091
N 7.86095 -8.41529 -1.07984 -0.241
C 8.03727 -9.22001 -2.33977 -0.084
C 8.86416 -10.48564 -2.13453 -0.218
C 8.25891 -11.35222 -1.04460 -0.485
C 8.12347 -10.56636 0.24448 -0.185
C 7.31341 -9.29907 0.02031 -0.084
C 9.15810 -7.81284 -0.63929 0.044
H 8.69118 -6.52299 -3.35733 0.053
H 7.48447 -5.72559 -4.34500 0.092
H 7.91587 -5.04533 -2.78201 0.088
H 6.28907 -7.58543 -3.33475 0.111
H 5.73767 -6.10776 -2.62183 0.112
H 5.89991 -7.62071 -0.85882 0.133
H 7.18411 -6.45499 -0.61675 0.136
H 7.03904 -9.49059 -2.67820 0.151
H 8.50738 -8.58056 -3.08031 0.133
H 8.89353 -11.04561 -3.07280 0.140
H 9.90753 -10.23472 -1.89447 0.080
H 8.89601 -12.22741 -0.87780 -0.405
H 7.27569 -11.71285 -1.36027 0.155
H 9.11604 -10.32264 0.65496 0.103
H 7.62097 -11.17876 0.99542 0.143
H 7.26618 -8.69001 0.92080 0.155
H 6.30004 -9.56648 -0.27643 0.147
H 8.99199 -7.29305 0.30021 0.127
H 9.49020 -7.11211 -1.39975 0.113
H 9.90577 -8.58634 -0.49729 0.094
Cs 10.36116 -12.59100 -0.64529 1.717

# 7
170
Properties=species:S:1:pos:R:3:lowdin_charge:R:1 method="wB97M-V/def2-TZVPD" homo_ha=-0.398 charge=+1 e_tot_ha=-4627.95551 fmax_ev_per_a=2.2
C -0.48292 6.32673 1.72777 -0.124
C -0.13565 5.96450 0.27602 -0.239
C 0.39436 4.51244 0.08722 -0.556
Cl 1.51777 4.13379 1.46032 0.734
C -0.78108 3.53552 0.05513 -0.212
C -0.87328 2.49937 1.20765 -0.097
N -1.98211 1.65717 0.64917 0.004
C -2.46963 0.69172 1.69238 -0.090
C -1.40742 -0.08912 2.49785 -0.195
C -1.41189 0.30646 3.98705 -0.192
S -2.77096 -0.52846 4.80065 0.581
O -3.68950 -1.01323 3.81752 -0.260
O -3.34404 0.33235 5.78403 -0.260
O -2.09839 -1.78756 5.47846 -0.138
C -1.54457 1.28564 -0.74596 -0.196
C -0.32066 0.33838 -0.63335 -0.104
C 0.05753 -0.38569 -1.94242 -0.236
C 1.54522 -0.79391 -1.99043 -0.534
S 1.69665 -2.54802 -2.47339 0.748
C -2.58975 0.45062 -1.53443 -0.134
C -2.88796 -0.80708 -1.01450 -0.026
C -3.80091 -1.59948 -1.67558 -0.015
C -4.36121 -1.07796 -2.82674 -0.142
N -4.07678 0.09313 -3.36478 0.106
C -3.18928 0.85554 -2.70479 -0.082
C -1.20622 2.75118 -1.26344 -0.223
N -2.43708 3.52324 -1.64730 0.097
C -0.24511 2.95275 -2.43603 -0.443
F -0.71232 2.32716 -3.55788 0.093
F -0.30330 4.28004 -2.74940 0.092
C 1.24765 2.55900 -2.26632 -0.133
C 2.22240 3.56186 -2.90108 -0.208
Si 4.03759 2.95906 -2.79737 0.617
C 5.19802 4.42798 -2.90849 -0.159
C 4.29561 1.70504 -4.18217 -0.144
C 4.28410 2.16601 -1.09937 -0.245
C 4.39349 2.95262 0.04307 -0.132
C 4.55201 2.38560 1.28706 -0.119
C 4.60153 1.01694 1.45160 -0.083
C 4.51875 0.21123 0.32703 -0.085
C 4.36820 0.78968 -0.91737 -0.116
H -1.22283 7.12604 1.74612 0.079
H 0.37778 6.70784 2.26163 0.066
H -0.92853 5.49268 2.26794 0.056
H -1.01525 6.10240 -0.34616 0.115
H 0.67525 6.62846 -0.01201 0.113
H 1.03392 4.54685 -0.78123 0.061
H -1.64258 4.15379 0.28215 0.124
H -1.20407 3.06860 2.06793 0.136
H 0.07319 1.99872 1.34242 0.093
H -2.73710 2.34502 0.61213 0.183
H -2.99639 1.31150 2.41600 0.136
H -3.23775 0.01145 1.34600 0.119
H -1.72089 -1.13093 2.47323 0.109
H -0.40404 -0.07050 2.08755 0.104
H -0.47937 -0.02816 4.43487 0.107
H -1.53752 1.37550 4.11714 0.105
H -1.99820 -1.55955 6.41795 0.114
H -0.48496 -0.44111 0.10446 0.110
H 0.56063 0.88044 -0.28981 0.108
H -0.26484 0.12506 -2.84510 0.110
H -0.47181 -1.33471 -1.93250 0.070
H 2.09861 -0.22833 -2.72854 0.039
H 1.97969 -0.74386 -0.99768 0.058
H 1.43534 -2.49873 -3.78710 -0.145
H -2.42869 -1.14519 -0.10257 0.113
H -4.03864 -2.57288 -1.27704 0.107
H -5.10351 -1.67999 -3.34347 0.116
H -2.98665 1.80729 -3.15472 0.096
H -2.49435 3.66886 -2.64809 0.090
H -3.28336 3.03214 -1.38002 0.087
H 1.53501 2.40987 -1.22844 0.101
H 1.37598 1.66066 -2.85718 0.096
H 1.99746 3.66962 -3.96108 0.090
H 2.18940 4.54029 -2.42181 0.071
H 6.19635 4.13897 -2.58864 0.035
H 4.84365 5.17031 -2.19259 0.028
H 5.19464 4.85272 -3.90897 0.039
H 3.65103 1.99264 -5.01444 0.035
H 5.32745 1.69371 -4.53315 0.021
H 4.00205 0.69491 -3.89841 0.013
H 4.34088 4.03195 -0.03297 0.096
H 4.61675 2.99991 2.17655 0.103
H 4.71479 0.56169 2.42446 0.105
H 4.56905 -0.86466 0.42626 0.109
H 4.29058 0.15152 -1.78942 0.081
C -7.76171 -2.81093 -0.30759 -0.051
C -6.80228 -3.93691 0.04092 -0.487
C -7.41779 -4.89278 1.04918 -0.052
O -5.58435 -3.39396 0.56386 -0.071
H -8.00335 -2.22991 0.58650 0.062
H -7.31176 -2.12531 -1.02904 0.070
H -8.68953 -3.19900 -0.72938 0.088
H -6.53072 -4.48300 -0.86393 0.137
H -7.65563 -4.36669 1.97744 0.075
H -6.71750 -5.69196 1.29439 0.081
H -8.33424 -5.33895 0.66198 0.085
H -5.80373 -2.90994 1.36778 0.086
C 9.11180 6.68812 -2.43284 -0.062
C 7.91340 7.55297 -2.79302 -0.504
C 8.33215 8.98395 -3.09238 -0.063
O 6.95977 7.53388 -1.72940 -0.065
H 9.60446 7.07134 -1.53518 0.082
H 8.79526 5.66639 -2.21816 0.070
H 9.84146 6.66396 -3.24321 0.082
H 7.40683 7.13103 -3.66208 0.133
H 8.80130 9.43675 -2.21469 0.082
H 7.46301 9.59143 -3.34574 0.080
H 9.03950 9.02506 -3.92154 0.081
H 7.38174 7.90348 -0.94698 0.084
C 7.80253 -0.58766 -3.35116 -0.059
C 8.30695 -0.02217 -4.67098 -0.495
C 9.81664 -0.15755 -4.78965 -0.062
O 7.92765 1.35077 -4.78847 -0.065
H 8.24086 -0.04423 -2.50923 0.084
H 6.71879 -0.48035 -3.27772 0.063
H 8.05534 -1.64376 -3.24949 0.082
H 7.82631 -0.54254 -5.50009 0.139
H 10.31450 0.39793 -3.99004 0.082
H 10.16404 0.25521 -5.73690 0.080
H 10.12687 -1.20140 -4.72977 0.082
H 8.34153 1.83301 -4.06489 0.084
C 0.59938 -3.08733 4.05296 -0.075
C 1.63512 -4.20026 4.12324 -0.492
C 1.13852 -5.36570 4.96285 -0.060
O 2.85558 -3.69063 4.65885 -0.048
H 0.38959 -2.69183 5.04995 0.068
H 0.97678 -2.25814 3.44752 0.073
H -0.33715 -3.44217 3.61826 0.083
H 1.86492 -4.54768 3.11563 0.141
H 0.94708 -5.04477 5.99172 0.081
H 1.89093 -6.15230 5.00733 0.087
H 0.21930 -5.78855 4.55545 0.084
H 2.67927 -3.38095 5.55313 0.085
C -0.23131 -9.43236 8.12614 -0.062
C -0.53030 -8.21584 7.26387 -0.506
C -1.84376 -7.55903 7.66248 -0.064
O -0.57821 -8.59609 5.88781 -0.061
H -1.01416 -10.18629 8.00806 0.082
H 0.70967 -9.89209 7.82381 0.081
H -0.16524 -9.16509 9.18172 0.081
H 0.28152 -7.49273 7.35677 0.128
H -2.67551 -8.25607 7.53116 0.082
H -2.04448 -6.69246 7.03052 0.072
H -1.82588 -7.23479 8.70414 0.080
H -1.29202 -9.23451 5.78873 0.085
C -9.32944 0.10924 2.80429 -0.062
C -10.06451 -1.18727 2.49760 -0.507
C -11.51416 -1.12633 2.95183 -0.059
O -9.39631 -2.28312 3.12621 -0.064
H -9.31764 0.29716 3.88109 0.082
H -8.29053 0.04693 2.47507 0.070
H -9.80160 0.95942 2.30995 0.081
H -10.02691 -1.38254 1.42506 0.125
H -11.57027 -0.97581 4.03325 0.083
H -12.02360 -2.06365 2.72823 0.082
H -12.05007 -0.31287 2.46122 0.082
H -9.41674 -2.13376 4.07724 0.088
C -1.13840 -1.82492 -6.22008 -0.055
C -1.51312 -3.13402 -5.54094 -0.486
C -2.97246 -3.48518 -5.78264 -0.054
O -1.25721 -3.04426 -4.13704 -0.083
H -1.73852 -1.00173 -5.81978 0.077
H -0.08990 -1.58297 -6.03606 0.072
H -1.29812 -1.87595 -7.29745 0.084
H -0.87704 -3.93670 -5.91550 0.141
H -3.62452 -2.70881 -5.37069 0.067
H -3.22691 -4.42213 -5.28644 0.083
H -3.18598 -3.58577 -6.84725 0.084
H -1.81269 -2.33863 -3.78687 0.056